Entry from the OMol25 dataset: a cluster of 5 separate species, H10O5 in total (ωB97M-V with the def2-TZVPD basis set).

Properties
F_max = 0.00595 hartree/bohr
frontier orbital gap = 11.677 eV
E_tot = -382.166218 a.u.
total charge = 0
SMILES string = O.O.O.O.O

Structure (XYZ):
```
15
Properties=species:S:1:pos:R:3:mulliken_charge:R:1
O -1.170 1.536 1.123 -0.63
H -0.491 2.011 1.617 0.30
H -0.673 1.025 0.474 0.33
O 1.945 4.488 1.940 -0.63
H 1.328 3.838 2.294 0.31
H 2.795 4.035 1.950 0.32
O 0.780 -3.997 1.900 -0.63
H 0.396 -3.187 1.546 0.31
H 0.075 -4.376 2.438 0.33
O -1.468 -0.104 -4.194 -0.62
H -1.363 -1.026 -4.455 0.33
H -1.411 -0.124 -3.233 0.30
O -0.009 -1.078 -1.245 -0.61
H 0.141 -1.732 -0.554 0.29
H -0.875 -1.308 -1.601 0.30
```

---

Entry from the OMol25 dataset: an isolated molecule of C20H29N3O4 (ωB97M-V with the def2-TZVPD basis set).

Properties
F_max = 0.01209 hartree/bohr
frontier orbital gap = 8.968 eV
E_tot = -1244.757663 a.u.
total charge = 0
SMILES string = Cc1ccc2c(c1)N(C(=O)CCC(=O)NCCCN1CCOCC1)CCO2

Structure (XYZ):
```
56
Properties=species:S:1:pos:R:3:mulliken_charge:R:1
C -0.810 2.844 2.451 -1.80
C -0.234 2.520 1.104 0.55
C 1.010 2.999 0.713 -0.33
C 1.509 2.699 -0.538 -0.90
C 0.775 1.929 -1.432 0.33
C -0.479 1.433 -1.051 -0.07
C -0.954 1.729 0.221 -0.17
N -1.185 0.583 -1.943 0.52
C -2.549 0.519 -1.953 0.52
O -3.237 1.242 -1.258 -0.65
C -3.217 -0.557 -2.796 -0.71
C -3.355 -1.842 -1.958 -0.72
C -1.985 -2.312 -1.494 0.48
O -1.267 -3.015 -2.177 -0.67
N -1.623 -1.844 -0.282 0.13
C -0.311 -2.058 0.285 -0.47
C -0.375 -2.671 1.681 -0.76
C 1.038 -2.816 2.251 -1.17
N 1.707 -1.528 2.316 0.60
C 1.376 -0.779 3.515 -0.82
C 2.002 0.612 3.423 -0.38
O 3.401 0.539 3.275 -0.47
C 3.727 -0.201 2.123 -0.48
C 3.152 -1.617 2.191 -0.74
C -0.288 -0.065 -2.879 -0.56
C 0.527 1.023 -3.575 -0.75
O 1.350 1.689 -2.649 -0.50
H -1.103 1.936 2.975 0.34
H -0.090 3.382 3.062 0.31
H -1.699 3.463 2.336 0.47
H 1.591 3.611 1.386 0.35
H 2.473 3.062 -0.858 0.45
H -1.918 1.358 0.524 0.59
H -2.698 -0.774 -3.727 0.28
H -4.216 -0.189 -3.036 0.41
H -4.004 -1.648 -1.103 0.30
H -3.800 -2.622 -2.576 0.40
H -2.243 -1.226 0.218 0.33
H 0.231 -1.108 0.348 0.14
H 0.215 -2.729 -0.398 0.22
H -0.976 -2.031 2.330 0.30
H -0.849 -3.652 1.639 0.37
H 1.612 -3.464 1.584 0.54
H 0.993 -3.304 3.239 0.39
H 0.293 -0.681 3.592 0.41
H 1.750 -1.289 4.422 0.27
H 1.819 1.180 4.337 0.40
H 1.567 1.141 2.563 0.09
H 4.817 -0.229 2.073 0.37
H 3.329 0.305 1.230 0.16
H 3.397 -2.151 1.271 0.45
H 3.605 -2.149 3.046 0.32
H -0.821 -0.661 -3.612 0.53
H 0.391 -0.727 -2.330 0.10
H 1.195 0.599 -4.328 0.39
H -0.154 1.740 -4.057 0.31
```

---

Entry from the OMol25 dataset: a structure of composition C7H22CdN4O7 (ωB97M-V with the def2-TZVPD basis set).

Properties
F_max = 0.08087 hartree/bohr
frontier orbital gap = 4.357 eV
E_tot = -1193.058558 a.u.
total charge = 0

Structure (XYZ):
```
41
Properties=species:S:1:pos:R:3:mulliken_charge:R:1
O -3.286 2.020 0.231 -0.62
H -3.422 2.857 0.658 0.29
Cd -0.129 0.537 0.441 0.77
N -0.070 -1.133 -1.155 0.34
N -1.139 1.248 -1.666 0.42
O 0.697 -2.295 -0.970 -0.54
O -1.830 2.310 -1.880 -0.84
C -0.449 -0.908 -2.414 0.34
C -1.020 0.379 -2.702 0.08
C -0.276 -1.914 -3.496 -1.42
C -1.592 0.772 -4.010 -1.40
H -0.252 -2.927 -3.081 0.34
H 0.665 -1.734 -4.037 0.27
H -1.097 -1.842 -4.216 0.42
H -1.513 1.857 -4.145 0.38
H -2.663 0.518 -4.040 0.26
H -1.087 0.254 -4.830 0.43
H 0.060 -3.003 -0.646 0.44
H -2.754 2.208 -0.607 0.42
O 2.192 1.177 -0.577 -0.55
H 2.358 1.261 -1.530 0.26
H 2.322 2.066 -0.191 0.30
C -2.077 0.559 1.252 -0.67
H -1.579 1.473 1.690 0.05
H -2.208 -0.032 0.306 -0.09
H -2.820 0.226 1.955 0.34
O -0.698 -4.397 -0.144 -0.72
H -1.669 -4.364 -0.176 0.34
H -0.500 -4.559 0.799 0.33
C 2.776 1.376 4.837 -0.83
O 2.126 2.122 3.775 -0.31
C 1.668 1.435 2.739 0.70
O 1.071 2.003 1.799 -0.69
N 1.894 0.101 2.763 -0.10
N 1.496 -0.665 1.627 -0.67
H 2.119 0.608 5.273 0.37
H 2.985 2.137 5.586 0.24
H 3.723 0.928 4.497 0.34
H 2.485 -0.336 3.465 0.29
H 2.242 -0.708 0.920 0.30
H 1.252 -1.617 1.902 0.36
```

---

Entry from the OMol25 dataset: a structure of composition C38H47BBrHfN10O2S (ωB97M-V with the def2-TZVPD basis set).

Properties
F_max = 0.01515 hartree/bohr
frontier orbital gap (spin up / spin down) = 8.193 / 5.599 eV
E_tot = -5219.165119 a.u.
total charge = +2
expectation value of S² = 0.768
2S+1 = 2

Structure (XYZ):
```
101
Properties=species:S:1:pos:R:3:lowdin_spin:R:1
Hf -0.041 -0.634 -0.672 0.01
C -0.735 -3.406 -4.127 0.00
C -1.099 -2.307 -3.362 0.00
N -0.182 -2.069 -2.424 0.00
N 0.777 -3.023 -2.556 0.00
C 0.463 -3.827 -3.584 0.00
B 2.077 -2.990 -1.695 0.00
N 1.701 -3.126 -0.160 0.00
C 2.219 -3.958 0.746 0.00
C 1.636 -3.713 1.981 0.00
C 0.758 -2.674 1.750 0.00
N 0.797 -2.308 0.457 0.00
N 2.685 -1.574 -1.927 0.00
C 3.831 -1.185 -2.502 0.00
C 3.777 0.178 -2.738 0.00
C 2.533 0.565 -2.275 0.00
N 1.869 -0.481 -1.772 0.00
N 2.952 -4.155 -2.053 0.00
C 2.597 -5.470 -1.963 0.00
C 3.640 -6.222 -2.428 0.00
C 4.615 -5.271 -2.793 0.00
N 4.203 -4.040 -2.573 0.00
H -1.259 -3.831 -4.965 0.00
H -1.965 -1.669 -3.455 0.00
H 1.109 -4.637 -3.873 0.00
H 2.972 -4.676 0.467 0.00
H 1.831 -4.221 2.908 0.00
H 0.100 -2.165 2.437 0.00
H 4.588 -1.917 -2.722 0.00
H 4.530 0.789 -3.202 0.00
H 2.072 1.538 -2.293 0.00
H 1.634 -5.769 -1.580 0.00
H 3.698 -7.294 -2.497 0.00
H 5.597 -5.440 -3.206 0.00
C -2.829 4.374 -2.457 0.00
C -2.709 3.181 -3.391 0.00
N -3.341 1.977 -2.826 0.00
C -4.777 1.830 -3.147 0.00
C -4.991 0.971 -4.380 0.00
C -2.710 1.081 -2.097 0.00
S -1.023 1.443 -1.707 0.01
N -3.460 0.023 -1.724 0.00
C -3.114 -1.036 -1.053 0.00
O -1.915 -1.286 -0.607 0.00
C -4.128 -2.065 -0.777 0.00
C -5.433 -1.916 -1.249 0.00
C -6.375 -2.894 -0.993 0.00
C -6.022 -4.024 -0.263 0.00
C -4.725 -4.179 0.209 0.00
C -3.777 -3.203 -0.049 0.00
H -2.401 5.255 -2.932 0.00
H -2.295 4.192 -1.525 0.00
H -3.871 4.591 -2.223 0.00
H -1.670 2.961 -3.623 0.00
H -3.219 3.372 -4.334 0.00
H -5.151 2.841 -3.306 0.00
H -5.283 1.415 -2.280 0.00
H -4.462 1.378 -5.244 0.00
H -6.051 0.935 -4.625 0.00
H -4.643 -0.046 -4.204 0.00
H -5.695 -1.033 -1.816 0.00
H -7.385 -2.781 -1.360 0.00
H -6.762 -4.787 -0.064 0.00
H -4.456 -5.060 0.773 0.00
H -2.763 -3.322 0.308 0.00
C -0.583 4.457 5.432 0.02
C 0.597 3.472 5.538 0.03
C 1.862 4.251 5.897 0.00
C 0.312 2.444 6.651 0.02
C 0.718 2.730 4.227 0.22
C -0.391 1.963 3.769 0.05
C -0.292 1.289 2.603 0.09
Br -1.701 0.236 1.957 0.02
C 0.897 1.322 1.780 0.18
O 0.930 0.634 0.707 0.19
C 2.029 2.107 2.243 0.12
C 1.886 2.763 3.441 0.02
C 3.294 2.222 1.407 0.01
C 4.408 2.952 2.161 0.00
C 2.937 3.058 0.164 0.01
C 3.835 0.834 1.021 0.01
H -0.689 4.979 6.384 0.00
H -1.529 3.957 5.224 0.00
H -0.407 5.203 4.655 0.00
H 1.705 4.756 6.849 0.00
H 2.095 5.017 5.156 0.00
H 2.727 3.597 6.016 0.00
H 0.215 2.973 7.599 0.00
H 1.128 1.726 6.745 0.00
H -0.615 1.895 6.484 0.00
H -1.298 1.913 4.353 0.00
H 2.715 3.345 3.807 0.00
H 4.147 3.985 2.395 0.00
H 5.294 2.980 1.527 0.00
H 4.682 2.438 3.084 0.00
H 2.720 4.088 0.449 0.00
H 2.067 2.664 -0.357 0.00
H 3.781 3.067 -0.527 0.00
H 4.100 0.266 1.915 0.00
H 4.744 0.966 0.432 0.00
H 3.137 0.247 0.429 0.00
```